[1]
Density functional theory data (ωB97M-V with the def2-TZVPD basis set) for an isolated molecule of C8H11N at a distorted geometry.

LUMO level (spin up / spin down)	-0.0053 / -0.0246	hartree
E_tot	-365.97912	a.u.
energy relative to the best compared isomer or geometry (same formula, charge and spin)	99.7	kcal per mole
HOMO-LUMO gap (spin up / spin down)	8.3 / 7.4	eV

```
! RIJCOSX wB97M-V def2-TZVPD def2/J DEFGRID3
* xyz 0 1
C 3.22377 -0.30612 -0.18505
C 1.45142 1.56660 -0.11377
C 0.37683 0.90731 -0.37853
C 2.36518 0.52238 0.48030
C -1.16509 -0.08483 1.40513
C -0.40492 -1.42059 -0.59913
C -1.97725 0.61174 -0.81899
C -0.74048 -0.05456 -0.11128
N 4.13970 -0.92134 -0.52592
H 1.62233 2.54573 -0.39093
H 2.11989 0.13678 1.48863
H -2.03305 -0.63592 1.19362
H -0.39406 -0.63341 2.06431
H -1.17397 0.92212 1.76829
H -1.12642 -2.31060 -0.58592
H 0.42185 -1.73209 -0.07270
H -0.12895 -1.29030 -1.70536
H -2.71129 -0.16760 -0.65536
H -1.76263 0.71673 -1.96329
H -2.10284 1.62798 -0.29403
*
```

---

[2]
Density functional theory data (ωB97M-V with the def2-TZVPD basis set) for a structure of composition C8H11N at a distorted geometry.

LUMO level	0.0351	hartree
E_tot	-365.94023	a.u.
energy relative to the best compared isomer or geometry (same formula, charge and spin)	124.1	kcal per mole
HOMO-LUMO gap	9.4	eV

```
! RIJCOSX wB97M-V def2-TZVPD def2/J DEFGRID3
* xyz 0 1
C 0.44699 0.04918 -0.43432
C 0.00892 -1.53889 -0.66191
C -1.27419 -1.48810 0.26150
C -1.14349 -0.16884 0.66589
C -0.72922 0.77664 -0.38507
C -0.25849 2.08329 0.45114
C 0.57925 1.60182 1.36189
C 0.35229 0.03701 1.19203
H 1.50313 0.01973 -2.53908
H 2.40831 0.12372 -0.64255
H 0.99413 -2.23339 -0.39423
H -0.26639 -1.86027 -1.71227
H -1.27252 -2.07956 1.13166
H -2.06071 -1.73412 -0.42910
H -1.80715 0.13553 1.44894
H -1.15703 1.00180 -1.28706
H -0.33817 3.13143 -0.19510
H 1.34916 2.26948 1.83382
H 1.12000 -0.53366 1.75959
N 1.54520 0.40721 -1.42576
*
```

---

[3]
Density functional theory data (ωB97M-V with the def2-TZVPD basis set) for the ion C8H11N2O with charge +1 at a distorted geometry.

LUMO level (spin up / spin down)	-0.1658 / -0.1707	hartree
E_tot	-495.69614	a.u.
energy relative to the best compared isomer or geometry (same formula, charge and spin)	179.7	kcal per mole
HOMO-LUMO gap (spin up / spin down)	6.8 / 6.6	eV

```
! RIJCOSX wB97M-V def2-TZVPD def2/J DEFGRID3
* xyz 1 1
C 1.75986 1.50226 0.48268
C 2.38833 0.58234 1.28422
C -1.32290 -1.05255 0.02924
C 0.93584 0.86156 -0.43969
C -1.15232 1.35273 -0.50046
C 1.07878 -0.59882 -0.08403
C -1.59610 2.44970 -1.34181
C 0.24063 -2.76653 0.78962
N -0.05688 -1.45296 0.19222
N -1.74764 0.19282 -0.48379
O 2.07924 -0.66759 0.95250
H 1.83019 2.67989 0.44648
H 3.12267 0.78769 1.91382
H -2.07315 -1.77956 0.37006
H 1.56300 -1.11444 -0.91209
H -1.11055 2.45283 -2.31830
H -1.24269 3.25090 -0.82154
H -2.71594 2.41682 -1.30424
H -0.59468 -3.15388 1.22467
H 0.42999 -3.44080 -0.11890
H 1.02764 -2.64037 1.39755
H -2.84333 0.13794 -0.75822
*
```